Here is a single C15H20BN3O2S molecule at a distorted geometry from the OMol25 dataset. Energies are from ωB97M-V/def2-TZVPD.

Summary:
LUMO level ... -0.01693 Eh
HOMO-LUMO gap ... 0.30029 Ha
Relative energy (zero: lowest compared OMol25 entry of this formula, charge and spin) ... 95.36 kcal/mol
SMILES string ... CCCc1c(C[C@@H]2CO2)c(C)c(S)c2nc(B(N)O)cnc12
Calculated total energy ... -35954.6909 eV

Atoms and positions in Å:
C 1.55631 -2.59172 0.96599
C 1.48250 -2.86138 -0.52937
C 0.67557 -1.83426 -1.37267
C 0.06042 -0.71552 -0.56841
C -1.20729 -0.78906 -0.04840
C -2.01174 -2.04414 -0.29162
C -2.68815 -2.06167 -1.65475
C -4.18560 -1.48958 -1.77604
O -3.64245 -2.98377 -1.76096
C -1.74230 0.29674 0.71505
C -3.12057 0.25081 1.31590
C -0.98264 1.42325 0.92021
S -1.57914 2.78964 1.88313
C 0.33367 1.51799 0.40088
N 1.08533 2.62052 0.64754
C 2.31310 2.63860 0.17800
B 3.20382 3.91369 0.47898
N 4.57977 3.95684 0.10561
O 2.62958 5.01653 1.08645
C 2.81155 1.54356 -0.58048
N 2.11521 0.47479 -0.84387
C 0.85010 0.43782 -0.34129
H 2.15313 -3.37174 1.43758
H 2.02679 -1.63637 1.18887
H 0.57426 -2.61875 1.43651
H 2.49423 -2.91488 -0.92560
H 1.03067 -3.84256 -0.67802
H 1.34323 -1.37612 -2.09363
H -0.10446 -2.34334 -1.92770
H -2.79738 -2.20535 0.43658
H -1.37028 -2.92532 -0.30435
H -2.05031 -1.80713 -2.50132
H -5.23271 -1.74077 -1.62964
H -4.09427 -1.09749 -0.73904
H -3.54931 -0.74188 1.32648
H -3.78096 0.90913 0.75095
H -3.08359 0.63530 2.33162
H -2.54790 3.19744 1.05474
H 5.14005 3.14232 0.31495
H 5.03166 4.75499 0.53525
H 2.45632 4.88744 2.02145
H 3.82381 1.58540 -0.96558